a:
DFT (ωB97M-V with the def2-TZVPD basis set) results for a cluster of 15 separate species, H31O15 in total.

```
! RIJCOSX wB97M-V def2-TZVPD def2/J DEFGRID3
* xyz 1 1
O 3.45702 1.82085 -0.67361
H 1.59214 -0.37229 0.54314
H 3.20924 2.20333 0.18242
O 0.50631 0.81242 3.83184
H -0.20441 0.62656 3.21975
H 0.12577 1.19915 4.62590
O 0.70578 -0.18001 0.19887
H 1.57910 2.98606 2.71832
H 0.46022 -0.25115 -0.72910
O 2.43634 1.23243 -2.94430
H 3.03826 0.60653 -3.34979
H 2.77330 1.57067 -2.07046
O -1.81897 0.72683 0.78259
H -2.33177 1.53528 0.58201
H -1.01079 1.26827 0.77981
O 2.48114 2.64895 2.73883
H -3.31158 -2.78376 -1.30689
H -3.13017 2.95523 -1.91423
O -2.47100 -2.73725 -0.81709
H -1.24869 -3.99058 -0.87654
H -1.50843 3.01696 -1.70939
O 0.26197 -2.44183 0.98349
H -0.14367 -2.57072 1.85701
H 0.48856 -1.51908 0.80947
O -2.37038 2.87812 -1.33605
H 2.36357 1.95448 3.40040
H -2.65051 0.04477 -1.12276
O 2.61047 -1.43835 1.70406
H 0.12465 2.26780 -1.58571
O -0.24400 -0.55731 -2.56773
H -0.99213 0.04328 -2.72652
H 0.33174 -0.03030 -3.16155
O -0.24649 -3.92711 -0.95991
H -0.08165 -3.16301 -0.25305
H -0.20950 -3.26642 -1.67721
O -3.48862 -0.28869 -1.47222
H -2.69760 -1.79626 -0.56806
H -3.49000 -0.37684 -2.42919
O 0.59606 2.98253 -1.91293
H 4.30332 1.38848 -0.53447
H 1.35568 3.16535 -2.44916
O -1.87954 -1.83969 2.56661
H -2.37842 -2.22325 1.84277
H -2.49219 -1.43722 3.18739
H 3.07541 -0.71103 2.14184
H 2.52445 -2.03222 2.45142
*
```

Calculated values
HOMO energy = -13.706 eV

Charges computed using Löwdin, reported in e: -0.027 0.044 0.064 -0.038 0.022 0.060 -0.035 0.031 0.032 -0.098 0.043 -0.020 -0.069 0.046 0.035 -0.063 0.084 0.058 -0.070 0.132 -0.005 -0.030 0.074 -0.037 -0.027 0.010 0.001 -0.036 -0.027 -0.049 0.046 0.059 0.194 0.078 0.137 -0.042 0.055 0.065 -0.010 0.079 0.050 -0.041 0.031 0.062 0.068 0.068

***

b:
DFT (ωB97M-V with the def2-TZVPD basis set) results for a structure of composition H31O15.

```
! RIJCOSX wB97M-V def2-TZVPD def2/J DEFGRID3
* xyz 1 1
O -0.76328 -2.88221 -3.62806
H -1.42189 -2.08734 0.70069
H -1.64411 -2.61952 -3.37001
O -0.89150 2.07438 -2.69251
H -2.58567 2.05404 3.11050
H -1.04051 2.53712 -3.50681
O -4.10949 -0.39584 -0.59308
H 1.62067 3.31778 1.92418
H 2.09089 -1.14457 -1.96847
O 3.72411 1.89051 -0.33117
H 0.10531 2.97833 -1.56395
H 3.73983 1.83646 0.63029
O -2.65993 -1.78970 1.70585
H -3.30382 -1.53970 1.07686
H -2.47123 -1.09820 2.36779
O -0.48180 -2.12734 0.39760
H -4.65217 0.25787 -1.04765
H -3.60888 0.05593 0.07034
O 2.03231 2.45330 1.87447
H -0.35322 -1.26153 -0.15912
H -1.24321 0.76237 0.25171
O 3.07546 -2.57482 0.77013
H -0.22641 1.34715 -2.73532
H -1.02973 0.76659 -1.32604
O 0.57000 3.61165 -0.91742
H 3.56838 -3.36361 0.95461
H 2.42668 -2.02158 1.64667
O 0.26535 0.04634 -4.01510
H 2.63299 -2.51682 -0.09464
O -1.62693 1.95582 3.08968
H -1.60339 2.73601 3.67780
H 0.42924 -0.18715 -4.92498
O -0.64109 0.46716 -0.44452
H 0.93823 4.21043 -1.60904
H 0.58622 -1.92878 1.24220
O 1.34081 -1.48690 1.89570
H 1.53685 2.30346 1.06569
H 1.14571 -1.26489 2.79460
O 1.96021 -1.13090 -1.01428
H -0.71716 -3.76898 -3.10198
H -1.26228 0.54219 3.85444
O -1.62555 -0.37870 3.86647
H -1.37707 -0.82418 4.66538
H 4.13324 2.73854 -0.53901
H 0.01421 -0.87355 -3.70590
H 2.11258 -0.21048 -0.79150
*
```

Calculated values
HOMO energy = -13.160 eV

Charges computed using Löwdin, reported in e: -0.083 0.023 0.030 -0.067 0.072 0.074 -0.029 0.042 0.075 -0.064 0.005 0.016 -0.014 0.006 0.033 -0.065 0.061 0.000 -0.060 0.068 0.059 0.097 0.033 0.063 -0.111 0.118 0.108 -0.058 0.083 -0.042 0.091 0.056 -0.052 0.053 0.050 0.008 0.004 0.085 -0.023 0.112 0.017 -0.070 0.048 0.046 0.046 0.056

***

What are the relative energies? In hartree: a 0.0307; b 0.0000.

***

a:
DFT (ωB97M-V with the def2-TZVPD basis set) results for an isolated molecule of C10H13N3.

```
! RIJCOSX wB97M-V def2-TZVPD def2/J DEFGRID3
* xyz 0 1
C 2.60474 1.04302 0.38859
N 2.72774 2.37740 0.05494
N 1.61496 3.03990 -0.34592
C 0.35763 2.44151 -0.13118
C 0.16830 1.10479 0.43332
C 1.43077 0.38047 0.55597
C 1.37633 -1.21894 1.02745
C 0.49139 -2.20113 0.08895
C -0.53530 -1.19398 -0.36184
C -1.78302 -0.94041 -1.40044
C -2.04049 0.51732 -1.03309
C -1.34392 0.68206 0.41438
N -1.25322 -0.65441 0.86535
H 3.47575 0.44646 0.60863
H -0.35883 3.00828 -0.71802
H 0.98757 -1.21298 2.05133
H 2.35182 -1.67836 1.17905
H 0.17066 -2.91291 0.87722
H 1.09929 -2.56167 -0.69067
H 0.12433 -0.33922 -0.76067
H -2.52410 -1.53305 -1.00086
H -1.68782 -1.05428 -2.51716
H -1.76726 1.40178 -1.76281
H -3.16116 0.55195 -0.60409
H -1.86943 1.37139 1.02216
H -0.65672 -0.86496 1.75943
*
```

Calculated values
SMILES = c1nncc2c1CC[C@H]1CC[C@H]2N1
HOMO energy = -8.733 eV

Charges computed using Löwdin, reported in e: -0.116 0.002 -0.002 -0.056 -0.095 -0.126 -0.095 -0.095 -0.303 -0.115 -0.121 -0.320 -0.011 0.103 0.096 0.087 0.096 0.120 0.092 0.121 0.061 0.122 0.139 0.148 0.123 0.145

***

b:
DFT (ωB97M-V with the def2-TZVPD basis set) results for an isolated molecule of C10H13N3.

```
! RIJCOSX wB97M-V def2-TZVPD def2/J DEFGRID3
* xyz 0 1
H -1.03688 3.69222 1.36036
N -1.39386 2.74855 0.89056
C -1.10393 1.67095 1.54680
N -0.54524 1.66975 2.88398
N -1.16107 0.48650 0.84495
C -0.72628 -0.71351 1.49907
C -0.52619 -1.77795 0.43249
C 0.30857 -1.27402 -0.78661
C 1.46158 -1.97465 -1.28720
C 2.35172 -1.41108 -2.08848
C 1.98202 -0.09257 -2.64253
C 0.84711 0.53428 -2.24609
C -0.03422 -0.06858 -1.31750
C -1.21540 0.52644 -0.61192
H -0.91334 2.55809 3.19477
H -0.97296 0.83218 3.40759
H 0.30083 -0.48340 1.93026
H -1.41703 -1.04591 2.34562
H -1.49747 -2.07460 -0.02358
H -0.12301 -2.69183 0.83425
H 1.79543 -2.94287 -0.96766
H 3.33117 -1.85659 -2.26091
H 2.82500 0.47720 -3.19440
H 0.92144 1.64454 -2.47929
H -1.36969 1.63300 -0.45136
H -2.08830 -0.06616 -0.81316
*
```

Calculated values
SMILES = [H]/N=C(\N)N1CCc2ccccc2C1
HOMO energy = -8.382 eV

Charges computed using Löwdin, reported in e: 0.106 0.047 -0.504 0.100 -0.107 -0.188 -0.113 -0.144 -0.069 -0.090 -0.090 -0.057 -0.155 -0.093 0.068 0.109 0.137 0.135 0.126 0.105 0.102 0.103 0.124 0.134 0.096 0.120

***

What are the relative energies? In hartree: a 0.1298; b 0.0000.

***

a:
DFT (ωB97M-V with the def2-TZVPD basis set) results for a structure of composition CH3N2OS.

```
! RIJCOSX wB97M-V def2-TZVPD def2/J DEFGRID3
* xyz -1 1
C -0.44256 -1.04083 0.34799
N -0.38037 0.13873 -0.47598
N 0.48016 0.99422 -0.25073
O 1.29266 1.08445 0.69004
S 0.41651 2.68958 -1.88835
H -1.24631 -1.65495 0.12102
H 0.52825 -1.49754 0.14813
H -0.64833 -0.71365 1.30787
*
```

Calculated values
HOMO energy = -3.435 eV

Charges computed using Löwdin, reported in e: -0.138 -0.107 -0.492 -0.166 -0.251 0.033 0.081 0.040

***

b:
DFT (ωB97M-V with the def2-TZVPD basis set) results for a cluster of 2 separate species, CH3N2OS in total.

```
! RIJCOSX wB97M-V def2-TZVPD def2/J DEFGRID3
* xyz -1 1
C 1.45155 1.36020 1.03395
N 0.70477 0.81200 0.21317
N -0.19369 0.87647 -0.64803
O -1.49240 -1.62590 0.18707
S -0.03481 0.35981 -2.31401
H -1.48992 -1.47867 -0.72075
H -0.81845 -0.98163 0.46802
H 1.87295 0.67771 1.78058
*
```

Calculated values
HOMO energy = -3.134 eV

Charges computed using Löwdin, reported in e: -0.081 -0.283 -0.528 -0.090 0.090 -0.073 -0.004 -0.030

***

c:
DFT (ωB97M-V with the def2-TZVPD basis set) results for a cluster of 2 separate species, CH3N2OS in total.

```
! RIJCOSX wB97M-V def2-TZVPD def2/J DEFGRID3
* xyz -1 1
C 1.02153 -0.34845 0.07673
N -0.31480 -0.64512 -0.23578
N -1.23252 0.16331 -0.22887
O -0.77359 1.94698 -0.43152
S -2.75773 -0.26098 -0.01381
H 1.11346 0.69979 0.27735
H 1.08412 -0.83543 1.06806
H 1.85953 -0.72010 -0.51216
*
```

Calculated values
HOMO energy (spin up / spin down) = -3.576 / -3.574 eV

Charges computed using Löwdin, reported in e: -0.158 -0.160 -0.742 -0.464 0.349 0.038 0.074 0.064

***

What are the relative energies? In hartree: a 0.0367; b 0.0000; c 0.0826.

***

a:
DFT (ωB97M-V with the def2-TZVPD basis set) results for an isolated molecule of C5H9NO4S.

```
! RIJCOSX wB97M-V def2-TZVPD def2/J DEFGRID3
* xyz 0 1
C 1.78842 1.10024 -0.07077
C 0.23476 -1.10562 -0.66166
C -1.12282 -1.21891 -0.16780
C 1.58822 -0.44500 -0.26988
C -1.82648 1.03336 1.53383
N 2.61744 -1.21389 -0.35441
O 0.78968 1.90692 -0.22661
O 2.86602 1.41207 0.35386
O -3.38484 -0.03787 -0.06470
O -1.37793 1.07456 -1.18693
S -1.99037 0.23990 -0.09917
H 0.45886 -2.25168 -0.86923
H 0.41633 -0.63136 -1.73922
H -1.49591 -2.25301 -0.24720
H -2.62052 1.85471 1.68091
H -2.01031 0.21602 2.24707
H -0.79762 1.50630 1.64705
H -0.06689 1.63490 -0.68438
H 3.54722 -0.67278 -0.53029
H 2.38675 -2.14887 -0.29046
*
```

Calculated values
HOMO energy (spin up / spin down) = -7.581 / -7.581 eV

Charges computed using Löwdin, reported in e: -0.488 -0.247 -0.312 -0.112 -0.155 0.207 0.130 0.123 -0.343 -0.365 0.604 0.141 0.181 0.075 0.093 0.060 0.064 0.040 0.203 0.100

***

b:
DFT (ωB97M-V with the def2-TZVPD basis set) results for an isolated molecule of C5H9NO4S.

```
! RIJCOSX wB97M-V def2-TZVPD def2/J DEFGRID3
* xyz 0 1
C -2.03520 1.52553 0.17522
C -0.57332 1.19141 0.33420
C 0.36056 2.13568 0.41660
O 1.73948 1.81624 0.53109
S 2.54536 0.57917 -0.15376
O 3.90201 0.86631 0.05842
O 2.13379 0.28075 -1.45450
N 2.14580 -0.92793 0.74590
C 2.01099 -2.08116 -0.03723
O 0.89369 -0.57133 1.28941
C -0.26449 -0.24977 0.42260
H -2.31181 1.64710 -0.86289
H -2.24603 2.52844 0.52549
H -2.73112 0.75300 0.54041
H 0.24512 3.27389 0.53906
H 3.05493 -1.98371 -0.48488
H 1.95815 -3.04773 0.39403
H 1.34780 -1.97416 -0.83549
H -1.07592 -0.70904 0.92688
H 0.10070 -0.63256 -0.54361
*
```

Calculated values
SMILES = CC1=COS(=O)(=O)N(C)OC1
HOMO energy = -9.577 eV

Charges computed using Löwdin, reported in e: -0.042 -0.255 -0.059 -0.179 0.657 -0.222 -0.233 -0.211 -0.102 -0.172 -0.113 0.080 0.079 0.090 0.167 0.130 0.093 0.054 0.122 0.116

***

What are the relative energies? In hartree: a 0.0000; b 0.0237.